DFT (ωB97M-V with the def2-TZVPD basis set) results for 2 unconnected molecules or ions with the total composition C4H9N3O in a non-equilibrium geometry.

Geometry as XYZ:
```
17
Properties=species:S:1:pos:R:3:forces:R:3
H 2.417 -0.152 -0.460 -0.1 -0.3 0.1
N 1.705 -0.149 -1.185 0.0 1.3 0.2
C 0.514 -0.248 -0.720 0.2 -5.0 0.4
N -0.534 -0.274 -1.582 -0.4 0.5 0.3
C 0.256 -1.464 0.606 0.5 3.1 -1.5
O 0.300 -2.695 0.011 0.2 -0.4 -0.5
H -0.379 -0.083 -2.558 0.0 0.1 0.1
H -1.440 -0.560 -1.253 0.1 0.1 -0.1
H -0.712 -1.313 1.073 0.1 0.0 0.1
H 1.112 -1.228 1.244 -0.2 -0.2 0.2
H 1.086 -2.746 -0.554 -0.2 0.0 0.2
C -0.355 2.146 0.822 1.9 -1.4 -1.9
C -1.522 1.439 1.207 -1.2 -1.5 0.2
N -2.318 0.619 1.369 0.0 0.7 0.2
H 0.221 2.497 1.674 0.2 -0.2 -0.1
H 0.232 1.226 0.138 -1.2 3.4 2.3
H -0.583 2.983 0.166 0.1 -0.1 -0.1
```
Forces are in eV/Å.

Values from the calculation:
- Structure (SMILES): [H]/N=C(/N)CO.CC#N
- HOMO-LUMO gap: 9.70 eV
- Spin multiplicity: 1
- Energy relative to the best compared isomer or geometry (same formula, charge and spin): 76.2 kcal per mole
- E_LUMO: 0.515 eV
- Max |F|: 5.059 eV/A

---

DFT (ωB97M-V with the def2-TZVPD basis set) results for a single C4H9N3O2 molecule in a non-equilibrium geometry.

Geometry as XYZ:
```
18
Properties=species:S:1:pos:R:3:forces:R:3
C -1.430 1.604 0.627 0.1 0.0 0.0
C 1.979 0.171 -0.622 0.0 -0.1 -0.1
N 0.329 0.213 1.390 -0.7 -0.1 -1.0
C -0.188 -1.069 -1.155 -0.3 0.1 -0.2
C 0.788 -0.567 -0.078 -0.1 0.8 0.8
N -1.101 -1.925 -0.658 0.1 0.1 0.0
O -1.110 0.489 1.450 0.6 -0.2 0.0
N 0.695 -1.094 1.200 0.1 -0.3 0.2
O -0.098 -0.720 -2.322 0.0 -0.1 0.4
H 0.734 0.733 2.172 0.0 0.0 -0.2
H -1.080 -2.124 0.333 0.0 0.1 -0.1
H -1.763 -2.367 -1.272 0.1 0.1 0.0
H -1.215 1.398 -0.426 0.0 0.0 0.0
H -2.500 1.765 0.754 0.1 0.0 0.0
H -0.888 2.505 0.937 0.0 -0.1 0.0
H 2.542 -0.532 -1.245 0.0 0.0 0.0
H 1.687 0.997 -1.271 0.0 0.0 0.0
H 2.618 0.522 0.185 0.0 -0.1 0.0
```
Forces are in eV/Å.

Values from the calculation:
- HOMO-LUMO gap: 8.75 eV
- Spin multiplicity: 1
- Energy relative to the best compared isomer or geometry (same formula, charge and spin): 123.0 kcal per mole
- E_LUMO: 0.179 eV
- Max |F|: 1.183 eV/A